{"formula": "C10H14N5", "method": "ωB97M-V/def2-TZVPD", "species": ["C", "C", "C", "C", "C", "C", "C", "C", "C", "C", "N", "N", "N", "N", "N", "H", "H", "H", "H", "H", "H", "H", "H", "H", "H", "H", "H", "H", "H"], "coordinates": [[1.68656, -2.64811, -3.06361], [1.94424, -3.26515, -1.84555], [1.07281, -1.34458, -3.06229], [1.68791, -2.58396, -0.67341], [-2.10617, 3.98125, 0.71355], [-2.83445, 2.13007, -0.23778], [0.73846, -0.80119, -1.84583], [0.99297, 1.26310, 1.54144], [-1.23184, 0.71277, 0.81071], [-0.22916, 0.38116, 1.84545], [1.00538, -1.46619, -0.73724], [-3.05925, 3.39844, -0.07636], [-1.26192, 3.01124, 1.22444], [-1.69577, 1.91422, 0.60627], [-0.09142, -1.06031, 1.82919], [1.94977, -3.10930, -4.07829], [2.56845, -4.07885, -1.74794], [0.68899, -0.81164, -3.86044], [1.62370, -3.07033, 0.27856], [-1.92122, 4.98833, 0.82363], [-3.24542, 1.40563, -1.00563], [1.57122, 1.06681, 2.45700], [1.47621, 1.12022, 0.66112], [0.61466, 2.31312, 1.63906], [-1.54795, -0.11680, 0.14996], [-0.52602, 0.67907, 2.82094], [0.52887, -1.34843, 2.54078], [0.57750, -1.07614, 0.33587], [-0.97713, -1.58445, 1.95639]], "forces_ev_per_a": [[-0.5, 1.5, -2.1], [0.6, 2.0, 0.0], [1.0, -3.1, 1.8], [-1.4, -1.8, -0.5], [1.3, -6.1, 0.5], [1.1, 2.1, 0.3], [-1.1, 1.5, 0.3], [-1.3, 0.9, 4.2], [0.4, -1.1, 0.6], [-1.2, 0.3, -1.3], [-1.2, 2.4, 3.2], [-1.4, 0.6, -1.7], [-1.9, 3.3, -0.8], [-0.8, -2.2, -1.0], [-0.4, -0.4, -0.9], [-0.4, 0.4, 1.8], [0.8, -2.1, -0.2], [0.0, 0.6, -2.1], [0.9, -0.2, 0.5], [0.0, 2.0, 0.5], [0.4, 0.9, 1.5], [0.8, 0.3, -0.7], [1.5, -0.7, -2.6], [0.7, -1.1, -0.2], [-0.1, 0.9, 0.1], [-0.8, 0.7, 0.9], [0.9, -0.5, 0.9], [1.2, -1.7, -2.9], [0.7, 0.7, -0.1]], "energy_ev": -18034.472, "lumo_ev": [-5.5, -6.5], "homo_ev": [-11.080, -9.703], "max_force_ev_per_a": 6.2, "e_above_lowest_kj_mol": 683.26, "charge": 1}